Formula: C13H10O4
Source: the Open Molecules 2025 dataset
Level of theory: the ωB97M-V functional and the def2-TZVPD basis

Results
Orbital gap (Eh): 0.294
E_tot (eV): -21826.57957
HOMO level (eV): -9.39

Geometry as ORCA input:
```
! RIJCOSX wB97M-V def2-TZVPD def2/J DEFGRID3
* xyz 0 1
C 1.3185 3.3573 -0.2671
O -0.2907 -4.6945 0.3663
C -2.3068 -0.6187 -0.8876
C -0.3728 -2.2212 0.0794
C 1.6831 -1.2385 1.5684
C -1.6990 -2.0603 -0.7238
H -2.5547 2.3050 -1.4756
H 0.1512 1.2938 1.0545
C 0.3293 -0.9925 0.7554
C 0.3744 -3.6368 0.2792
C -0.1778 3.3303 -0.8881
C -0.3361 0.3870 0.5668
H 1.7544 2.3150 -0.5051
H 2.6421 -4.4167 -0.0240
C -2.1839 2.1396 -0.4051
O -0.2897 3.4172 -2.1300
C -1.6399 0.6448 -0.2612
O -1.2582 3.1613 0.0330
H -3.2833 -0.4789 -1.4826
H 1.9508 4.2109 -0.6789
H 1.2033 3.4017 0.8790
C 1.9852 -3.5697 0.3958
O 1.9823 -0.5337 2.5622
C 2.6103 -2.4358 1.0043
H -3.1134 2.2317 0.2771
H 3.7526 -2.3319 1.0990
H -2.2312 -2.9667 -1.1914
*
```